# 1
Formula: C25H22O2S2
Source: the Open Molecules 2025 dataset
Level of theory: the ωB97M-V functional and the def2-TZVPD basis

Positions of all 51 atoms, in Å:
O1 0.9479 1.2123 2.2272
C1 1.0826 0.3630 1.3575
C2 2.4091 -0.3005 1.1819
C3 2.8121 -0.9038 -0.0200
C4 4.0693 -1.5217 -0.0913
C5 4.9274 -1.4720 1.0142
C6 4.5651 -0.7594 2.1635
C7 3.2846 -0.2326 2.2661
C8 -0.0150 0.0819 0.3429
C9 -0.2508 -1.3986 0.1093
O2 0.2844 -1.9921 -0.8227
C10 -1.3172 -2.1708 0.9089
C11 -1.9851 -1.6092 1.9982
C12 -3.1678 -2.1628 2.5063
C13 -3.6587 -3.3775 2.0263
C14 -2.9166 -4.0358 1.0362
C15 -1.7567 -3.4626 0.5014
C16 -1.3883 0.7707 0.4320
C17 -1.5552 1.9926 1.0822
C18 -2.7640 2.6727 0.9583
C19 -3.7626 2.1707 0.1239
C20 -3.5910 0.9405 -0.5317
C21 -2.3769 0.2795 -0.4260
C22 0.8489 1.0973 -0.8896
S1 0.2455 0.3453 -2.3257
C23 0.0197 1.7996 -3.3520
C24 1.1606 2.8042 -3.3474
C25 2.4825 2.2107 -2.8194
S2 2.4771 1.7976 -1.0852
H1 2.1786 -0.8357 -0.9069
H2 4.3413 -2.0798 -1.0021
H3 5.8792 -2.0151 0.9661
H4 5.2378 -0.6698 3.0034
H5 2.9733 0.3083 3.1453
H6 -1.5893 -0.6941 2.4218
H7 -3.6820 -1.6463 3.3037
H8 -4.5454 -3.8342 2.4679
H9 -3.2500 -5.0263 0.7094
H10 -1.1955 -4.0135 -0.2582
H11 -0.7768 2.3872 1.7365
H12 -2.8997 3.6193 1.4756
H13 -4.7174 2.6932 -0.0023
H14 -4.3514 0.5397 -1.2007
H15 -2.2548 -0.6633 -0.9530
H16 0.3025 1.9962 -0.5183
H17 -0.8970 2.3126 -3.0652
H18 -0.1265 1.3335 -4.3375
H19 1.2922 3.1600 -4.3766
H20 0.9125 3.7299 -2.7985
H21 2.7932 1.2945 -3.3427
H22 3.2644 2.9647 -2.9931

For the HOMO energy, the calculation gives -8.23 eV. Its total charge is 0. Its energy above the lowest of the compared OMol25 structures with the same formula, charge and spin is 0.00 kcal/mol. As for the SMILES: O=C(c1ccccc1)C(C(=O)c1ccccc1)(c1ccccc1)C1SCCCS1. The HOMO-LUMO gap comes out at 8.133 eV. The total energy comes out at -52045.079 eV.

Results of the Mulliken charge analysis, in e, for atoms 1 through 6: -0.6713, -0.4727, 1.0924, 0.4437, -1.2782, -0.3230



# 2
Formula: C25H23AlBrI2N3O4PTe
Source: the Open Molecules 2025 dataset
Level of theory: the ωB97M-V functional and the def2-TZVPD basis

Positions of all 61 atoms, in Å:
Al1 0.1156 0.0576 0.1562
Br1 -5.4564 4.6414 0.9455
C1 -4.2685 3.1699 1.0018
C2 -4.6020 2.0491 1.7449
C3 -3.7273 0.9796 1.8123
C4 -2.5158 1.0225 1.1222
C5 -2.2126 2.1546 0.3572
C6 -3.0751 3.2291 0.2986
N1 -1.5604 -0.0049 1.1431
C7 -1.5798 -0.9726 2.0238
C8 -0.6313 -2.0646 1.7714
C9 -0.8038 -3.3452 2.2821
C10 0.0765 -4.3385 1.9041
C11 1.1291 -4.0183 1.0510
C12 1.2462 -2.7231 0.5995
N2 0.3731 -1.7658 0.9359
H1 -5.5452 2.0130 2.2710
H2 -4.0098 0.1141 2.3958
H3 -1.2678 2.1687 -0.1748
H4 -2.8297 4.1079 -0.2801
H5 -2.4739 -1.2186 2.5830
H6 -1.6397 -3.5442 2.9389
H7 -0.0592 -5.3526 2.2527
H8 1.8377 -4.7705 0.7377
H9 2.0555 -2.4265 -0.0538
I1 -2.2793 -1.3698 -3.9359
C13 -0.2323 -1.1228 -3.5960
C14 0.7149 -1.4826 -4.5729
C15 2.0577 -1.3118 -4.3592
I2 3.4068 -1.8869 -5.8643
C16 2.5299 -0.7729 -3.1370
C17 3.8656 -0.4780 -2.7975
C18 4.1599 0.0300 -1.5552
C19 3.1364 0.2223 -0.6196
N3 1.8748 -0.0279 -0.9097
C20 1.5619 -0.4786 -2.1541
C21 0.1709 -0.6164 -2.3833
O1 -0.6315 -0.2433 -1.3964
H10 0.3625 -1.8907 -5.5097
H11 4.6482 -0.6481 -3.5247
H12 5.1755 0.2865 -1.2920
H13 3.3403 0.5836 0.3812
C22 4.1424 -0.4936 4.1060
C23 3.5545 0.8931 3.9567
O2 2.7866 0.9750 2.7349
P1 1.2537 1.4185 2.7325
O3 0.8711 1.2162 1.2602
Te1 0.0126 0.3170 4.4526
O4 1.2246 2.9898 2.8640
C24 1.5783 3.6925 4.0747
C25 0.9662 5.0750 4.0265
H14 4.8361 -0.4967 4.9458
H15 4.6836 -0.7713 3.2018
H16 3.3562 -1.2250 4.2932
H17 4.3409 1.6456 3.8896
H18 2.9161 1.1235 4.8145
H19 2.6672 3.7579 4.1290
H20 1.2128 3.1315 4.9404
H21 1.2110 5.5532 3.0793
H22 1.3644 5.6688 4.8477
H23 -0.1167 5.0184 4.1240

For the HOMO energy, the calculation gives -10.40 eV. Its total charge is +1. Its energy above the lowest of the compared OMol25 structures with the same formula, charge and spin is 7.23 kcal/mol. The HOMO-LUMO gap comes out at 6.219 eV. The total energy comes out at -148384.389 eV.

Results of the Mulliken charge analysis, in e, for atoms 1 through 6: -0.2963, -0.1578, 0.0589, -0.8748, -0.5537, 0.6309



# 3
Formula: C25H23AsClN5O12S2Tl
Source: the Open Molecules 2025 dataset
Level of theory: the ωB97M-V functional and the def2-TZVPD basis

Positions of all 70 atoms, in Å:
Tl1 0.7595 0.5575 -0.0418
O1 -4.8263 -2.6507 -1.4987
C1 -4.8352 -1.5171 -2.1792
O2 -5.7643 -1.2027 -2.8847
C2 -3.6518 -0.6238 -2.0201
C3 -3.5201 0.6107 -2.6383
Cl1 -4.5192 1.4196 -3.7468
N1 -2.3490 1.1503 -2.2482
N2 -1.7011 0.3361 -1.4028
C4 -2.4586 -0.7351 -1.2595
C5 -1.9291 -1.8304 -0.3744
O3 -2.6515 -2.8437 -0.1935
O4 -0.7844 -1.6629 0.0998
C6 -1.7199 2.3666 -2.6588
C7 -0.4702 2.2747 -3.2574
C8 0.1765 3.4404 -3.6337
C9 -0.4335 4.6706 -3.4211
C10 -1.6777 4.7403 -2.8137
C11 -2.3306 3.5824 -2.4177
H1 -3.9748 -2.7575 -0.9687
H2 -0.0184 1.3010 -3.4086
H3 1.1563 3.3866 -4.0905
H4 0.0735 5.5812 -3.7146
H5 -2.1303 5.7004 -2.6042
H6 -3.2696 3.6212 -1.8815
O5 0.9080 -0.9051 2.7511
C12 2.1004 -0.6776 2.8898
C13 2.7789 0.5982 2.8143
C14 4.1723 0.5594 2.8969
C15 4.9088 1.7154 2.8207
C16 4.2729 2.9626 2.6514
C17 2.9165 3.0313 2.5831
C18 2.0822 1.8597 2.6806
O6 0.8304 1.9454 2.6368
N3 6.3503 1.6522 2.9174
O7 6.8763 0.5675 3.1199
O8 6.9823 2.6922 2.7994
H7 2.7901 -1.5261 3.0864
H8 4.6823 -0.3884 3.0118
H9 4.8829 3.8514 2.5794
H10 2.4074 3.9789 2.4608
S1 -2.0154 4.3098 0.8606
C19 -2.5150 2.7424 1.1010
N4 -1.7196 1.8772 1.8233
C20 -2.0693 0.6177 2.1331
C21 -3.2799 0.1414 1.7247
C22 -4.0379 1.0184 0.9248
N5 -3.6896 2.2407 0.6079
H11 -0.7976 2.2107 2.1392
H12 -1.3222 0.0496 2.6763
H13 -3.5945 -0.8697 1.9313
H14 -4.9831 0.6752 0.5095
O9 3.4587 -0.8226 -1.3337
S2 2.4936 -1.8347 -1.6460
O10 2.9692 -3.0857 -2.1891
O11 1.2640 -1.3473 -2.2438
O12 1.9862 -2.2718 -0.0799
C23 0.1490 -3.7762 1.7246
As1 1.0415 -3.7381 0.0411
C24 -0.0428 -4.0947 -1.4885
C25 2.3959 -5.0925 0.1250
H15 0.4708 -4.6780 2.2447
H16 -0.9216 -3.7636 1.5385
H17 0.4267 -2.8729 2.2707
H18 0.4157 -4.9261 -2.0184
H19 -0.0522 -3.2086 -2.1175
H20 -1.0475 -4.3169 -1.1356
H21 1.9102 -6.0652 0.2106
H22 3.0161 -4.9143 1.0015
H23 2.9984 -5.0368 -0.7770

For the HOMO energy, the calculation gives -5.74 eV. Its total charge is -1. Its energy above the lowest of the compared OMol25 structures with the same formula, charge and spin is 0.00 kcal/mol. The HOMO-LUMO gap comes out at 7.844 eV. The total energy comes out at -158046.476 eV.

Results of the Mulliken charge analysis, in e, for atoms 1 through 6: 1.2136, -0.6127, 0.4231, -0.6398, -0.4581, 0.0617



# 4
Formula: C25H23BN2O5Re
Source: the Open Molecules 2025 dataset
Level of theory: the ωB97M-V functional and the def2-TZVPD basis

Positions of all 57 atoms, in Å:
Re1 -0.5010 -1.2029 -0.6545
C1 1.4334 -3.5669 -1.7147
O1 1.2539 -2.1936 -1.3551
C2 2.3353 -1.3387 -1.5143
C3 3.5406 -1.6797 -2.1071
C4 4.5008 -0.6966 -2.3037
C5 4.2553 0.6174 -1.9295
C6 3.0701 0.9604 -1.3100
C7 2.1001 -0.0143 -1.0872
N1 0.8399 0.2559 -0.5538
N2 0.5415 1.4725 -0.3050
C8 -0.6185 1.9863 0.0421
C9 -1.8738 1.2421 0.1556
O2 -1.9444 -0.0050 -0.1625
C10 -3.0306 1.9245 0.5872
C11 -3.0429 3.2826 0.7549
C12 -1.8808 4.0601 0.5411
C13 -1.9168 5.4645 0.6306
C14 -0.7729 6.2086 0.4424
C15 0.4433 5.5688 0.2053
C16 0.5068 4.1901 0.1201
C17 -0.6517 3.4163 0.2437
H1 1.6164 -3.6590 -2.7900
H2 0.5126 -4.0880 -1.4492
H3 2.2666 -3.9910 -1.1512
H4 3.7297 -2.6860 -2.4424
H5 5.4342 -0.9628 -2.7739
H6 4.9865 1.3812 -2.1308
H7 2.8604 1.9723 -1.0071
H8 -3.9252 1.3424 0.7479
H9 -3.9583 3.7752 1.0508
H10 -2.8594 5.9510 0.8286
H11 -0.8113 7.2855 0.4832
H12 1.3413 6.1529 0.0741
H13 1.4471 3.6898 -0.0482
C18 -2.1984 -2.1711 -4.6317
C19 -1.8666 -1.4276 -3.3503
O3 -1.8820 -2.2967 -2.2008
H14 -2.1452 -1.4873 -5.4743
H15 -3.1992 -2.5928 -4.5959
H16 -1.4808 -2.9711 -4.7944
H17 -2.5557 -0.5894 -3.1880
H18 -0.8440 -1.0426 -3.4198
H19 -2.7867 -2.6140 -2.0700
O4 0.8571 -1.8886 2.0843
B1 -0.3111 -1.7569 1.3683
O5 -1.4024 -1.8910 2.1901
C20 -0.9198 -2.1091 3.4455
C21 -1.5890 -2.2868 4.6427
C22 -0.8065 -2.4550 5.7739
C23 0.5921 -2.4436 5.7091
C24 1.2671 -2.2679 4.5119
C25 0.4907 -2.1041 3.3802
H20 -2.6646 -2.2939 4.6903
H21 -1.2853 -2.5948 6.7311
H22 1.1606 -2.5726 6.6164
H23 2.3420 -2.2596 4.4643

As for the spin multiplicity: 2. For the HOMO energy (alpha / beta), the calculation gives -13.26 / -13.41 eV. Its total charge is +2. Its energy above the lowest of the compared OMol25 structures with the same formula, charge and spin is 28.21 kcal/mol. The HOMO-LUMO gap (alpha / beta) comes out at 4.013 / 5.337 eV. The total energy comes out at -42306.390 eV. The expectation value of S² is 1.19.

Results of the Mulliken charge analysis, in e, for atoms 1 through 6: 0.9051, -1.0636, -0.0388, 1.1364, -0.7183, -0.7437



Copy entry 1 word for word.
Formula: C25H22O2S2
Source: the Open Molecules 2025 dataset
Level of theory: the ωB97M-V functional and the def2-TZVPD basis

Positions of all 51 atoms, in Å:
O1 0.9479 1.2123 2.2272
C1 1.0826 0.3630 1.3575
C2 2.4091 -0.3005 1.1819
C3 2.8121 -0.9038 -0.0200
C4 4.0693 -1.5217 -0.0913
C5 4.9274 -1.4720 1.0142
C6 4.5651 -0.7594 2.1635
C7 3.2846 -0.2326 2.2661
C8 -0.0150 0.0819 0.3429
C9 -0.2508 -1.3986 0.1093
O2 0.2844 -1.9921 -0.8227
C10 -1.3172 -2.1708 0.9089
C11 -1.9851 -1.6092 1.9982
C12 -3.1678 -2.1628 2.5063
C13 -3.6587 -3.3775 2.0263
C14 -2.9166 -4.0358 1.0362
C15 -1.7567 -3.4626 0.5014
C16 -1.3883 0.7707 0.4320
C17 -1.5552 1.9926 1.0822
C18 -2.7640 2.6727 0.9583
C19 -3.7626 2.1707 0.1239
C20 -3.5910 0.9405 -0.5317
C21 -2.3769 0.2795 -0.4260
C22 0.8489 1.0973 -0.8896
S1 0.2455 0.3453 -2.3257
C23 0.0197 1.7996 -3.3520
C24 1.1606 2.8042 -3.3474
C25 2.4825 2.2107 -2.8194
S2 2.4771 1.7976 -1.0852
H1 2.1786 -0.8357 -0.9069
H2 4.3413 -2.0798 -1.0021
H3 5.8792 -2.0151 0.9661
H4 5.2378 -0.6698 3.0034
H5 2.9733 0.3083 3.1453
H6 -1.5893 -0.6941 2.4218
H7 -3.6820 -1.6463 3.3037
H8 -4.5454 -3.8342 2.4679
H9 -3.2500 -5.0263 0.7094
H10 -1.1955 -4.0135 -0.2582
H11 -0.7768 2.3872 1.7365
H12 -2.8997 3.6193 1.4756
H13 -4.7174 2.6932 -0.0023
H14 -4.3514 0.5397 -1.2007
H15 -2.2548 -0.6633 -0.9530
H16 0.3025 1.9962 -0.5183
H17 -0.8970 2.3126 -3.0652
H18 -0.1265 1.3335 -4.3375
H19 1.2922 3.1600 -4.3766
H20 0.9125 3.7299 -2.7985
H21 2.7932 1.2945 -3.3427
H22 3.2644 2.9647 -2.9931

For the HOMO energy, the calculation gives -8.23 eV. Its total charge is 0. Its energy above the lowest of the compared OMol25 structures with the same formula, charge and spin is 0.00 kcal/mol. As for the SMILES: O=C(c1ccccc1)C(C(=O)c1ccccc1)(c1ccccc1)C1SCCCS1. The HOMO-LUMO gap comes out at 8.133 eV. The total energy comes out at -52045.079 eV.

Results of the Mulliken charge analysis, in e, for atoms 1 through 6: -0.6713, -0.4727, 1.0924, 0.4437, -1.2782, -0.3230



What did the second record say?
Formula: C25H23AlBrI2N3O4PTe
Source: the Open Molecules 2025 dataset
Level of theory: the ωB97M-V functional and the def2-TZVPD basis

Positions of all 61 atoms, in Å:
Al1 0.1156 0.0576 0.1562
Br1 -5.4564 4.6414 0.9455
C1 -4.2685 3.1699 1.0018
C2 -4.6020 2.0491 1.7449
C3 -3.7273 0.9796 1.8123
C4 -2.5158 1.0225 1.1222
C5 -2.2126 2.1546 0.3572
C6 -3.0751 3.2291 0.2986
N1 -1.5604 -0.0049 1.1431
C7 -1.5798 -0.9726 2.0238
C8 -0.6313 -2.0646 1.7714
C9 -0.8038 -3.3452 2.2821
C10 0.0765 -4.3385 1.9041
C11 1.1291 -4.0183 1.0510
C12 1.2462 -2.7231 0.5995
N2 0.3731 -1.7658 0.9359
H1 -5.5452 2.0130 2.2710
H2 -4.0098 0.1141 2.3958
H3 -1.2678 2.1687 -0.1748
H4 -2.8297 4.1079 -0.2801
H5 -2.4739 -1.2186 2.5830
H6 -1.6397 -3.5442 2.9389
H7 -0.0592 -5.3526 2.2527
H8 1.8377 -4.7705 0.7377
H9 2.0555 -2.4265 -0.0538
I1 -2.2793 -1.3698 -3.9359
C13 -0.2323 -1.1228 -3.5960
C14 0.7149 -1.4826 -4.5729
C15 2.0577 -1.3118 -4.3592
I2 3.4068 -1.8869 -5.8643
C16 2.5299 -0.7729 -3.1370
C17 3.8656 -0.4780 -2.7975
C18 4.1599 0.0300 -1.5552
C19 3.1364 0.2223 -0.6196
N3 1.8748 -0.0279 -0.9097
C20 1.5619 -0.4786 -2.1541
C21 0.1709 -0.6164 -2.3833
O1 -0.6315 -0.2433 -1.3964
H10 0.3625 -1.8907 -5.5097
H11 4.6482 -0.6481 -3.5247
H12 5.1755 0.2865 -1.2920
H13 3.3403 0.5836 0.3812
C22 4.1424 -0.4936 4.1060
C23 3.5545 0.8931 3.9567
O2 2.7866 0.9750 2.7349
P1 1.2537 1.4185 2.7325
O3 0.8711 1.2162 1.2602
Te1 0.0126 0.3170 4.4526
O4 1.2246 2.9898 2.8640
C24 1.5783 3.6925 4.0747
C25 0.9662 5.0750 4.0265
H14 4.8361 -0.4967 4.9458
H15 4.6836 -0.7713 3.2018
H16 3.3562 -1.2250 4.2932
H17 4.3409 1.6456 3.8896
H18 2.9161 1.1235 4.8145
H19 2.6672 3.7579 4.1290
H20 1.2128 3.1315 4.9404
H21 1.2110 5.5532 3.0793
H22 1.3644 5.6688 4.8477
H23 -0.1167 5.0184 4.1240

For the HOMO energy, the calculation gives -10.40 eV. Its total charge is +1. Its energy above the lowest of the compared OMol25 structures with the same formula, charge and spin is 7.23 kcal/mol. The HOMO-LUMO gap comes out at 6.219 eV. The total energy comes out at -148384.389 eV.

Results of the Mulliken charge analysis, in e, for atoms 1 through 6: -0.2963, -0.1578, 0.0589, -0.8748, -0.5537, 0.6309



Q: Number 1 is which compound?
A: C25H22O2S2